1.
Entry from the Open Molecules 2025 dataset: a structure of composition C28H40FeN6S (wB97M-V/def2-TZVPD).

Its total charge is +2. The value obtained for the HOMO-LUMO gap (alpha / beta) is 0.338 / 0.324 Eh. The value obtained for the strongest force on any atom is 0.445 eV/Å. The multiplicity is 5. The LUMO energy (alpha / beta) comes out at -5.006 / -5.533 eV.

Element x y z (Å)
H: 2.235 -1.792 -1.767
H: -1.475 4.903 -3.258
C: -3.058 -3.426 -0.239
C: 3.835 2.211 -2.908
H: 4.615 -2.349 -1.316
H: 1.780 3.482 -2.766
C: -2.822 3.092 0.579
H: 4.872 4.889 -2.529
C: -0.221 -1.567 2.290
C: 1.501 0.099 2.229
H: 3.627 3.010 -2.195
H: -0.980 2.463 -2.564
H: -1.826 0.339 2.337
H: 1.665 1.177 2.225
H: 2.939 0.283 -3.101
H: 0.203 2.251 1.252
S: 0.307 0.179 -2.764
C: 4.027 -1.822 -0.578
C: 4.071 2.757 -4.312
C: 2.440 -0.558 1.250
H: 4.255 1.915 -4.984
H: -0.494 -1.599 3.350
H: -0.025 2.791 -6.703
C: 0.238 3.042 -5.675
H: 4.044 5.515 -3.964
H: -3.727 -3.905 -0.940
H: 4.729 1.707 -2.541
C: -3.120 -3.690 1.120
C: -2.118 -2.525 -0.691
C: -3.781 3.013 -0.418
C: 5.236 3.743 -4.364
N: 1.066 2.782 -2.624
H: 3.161 3.249 -4.672
H: -3.852 -4.384 1.512
H: -4.443 1.877 -2.129
H: -2.861 3.873 1.326
C: 1.443 1.516 -2.718
H: 4.143 -0.537 2.548
C: -0.936 3.722 -4.971
C: -1.303 -2.180 1.444
H: -2.560 0.284 -1.962
C: -0.618 4.322 -3.605
C: -2.229 -3.058 1.974
N: 2.738 1.236 -2.841
H: 6.136 3.262 -3.968
C: -0.302 3.311 -2.511
C: -2.667 1.087 -1.243
C: 4.964 5.042 -3.608
H: -0.915 2.948 2.405
N: 1.926 -0.885 0.061
Fe: -0.090 -0.254 -0.440
N: -1.256 -1.907 0.131
H: 5.602 -1.665 0.880
H: 5.773 5.757 -3.755
H: 0.212 5.034 -3.695
H: 5.445 3.969 -5.409
H: -2.036 -2.284 -1.744
N: 0.116 -0.197 1.863
C: -0.831 0.773 2.446
C: 4.568 -1.448 0.646
N: -1.725 1.165 -0.287
H: -4.580 3.741 -0.467
C: -0.779 2.119 1.715
H: -0.405 3.774 -1.529
C: -1.809 2.150 0.626
H: 1.722 -0.244 3.246
C: 2.708 -1.520 -0.831
H: 1.108 3.703 -5.716
H: -1.761 3.011 -4.861
H: -0.651 0.895 3.519
H: 0.534 2.109 -5.187
H: -2.247 -3.248 3.040
H: -1.308 4.527 -5.607
H: 0.669 -2.189 2.173
C: 3.762 -0.815 1.573
C: -3.709 1.983 -1.343

These are the Löwdin partial charges, in e, on atoms 1 to 8: number 1, H, carries 0.091; number 2, H, carries 0.118; number 3, C, carries -0.020; number 4, C, carries -0.168; number 5, H, carries 0.122; number 6, H, carries 0.134; number 7, C, carries 0.010; number 8, H, carries 0.066

=====

2.
Entry from the Open Molecules 2025 dataset: a cluster of 8 separate species, C24H48O24 in total in a non-equilibrium geometry (wB97M-V/def2-TZVPD).

Its total charge is 0. The value obtained for the HOMO-LUMO gap is 0.414 Eh. The energy relative to the best compared isomer or geometry (same formula, charge and spin) comes out at 169.7 kJ/mol. The value obtained for the strongest force on any atom is 3.635 eV/Å. The multiplicity is 1. The LUMO energy comes out at 0.499 eV. As for the structure (SMILES): COC(=O)OC.COC(=O)OC.COC(=O)OC.COC(=O)OC.COC(=O)OC.COC(=O)OC.COC(=O)OC.COC(=O)OC.

Element x y z (Å)
H: 12.942 -21.335 -21.401
C: 6.819 -13.052 -17.120
C: 8.550 -18.265 -16.648
C: 9.805 -16.425 -20.710
C: 13.767 -16.068 -20.203
H: 5.932 -12.803 -16.537
H: 10.640 -14.600 -17.452
H: 11.305 -13.829 -18.903
H: 9.486 -15.447 -20.368
H: 3.666 -21.802 -18.561
H: 10.242 -12.950 -17.801
H: 7.081 -21.360 -16.267
H: 14.418 -12.504 -21.397
H: 13.231 -15.531 -19.425
C: 13.281 -20.405 -21.838
O: 13.881 -12.012 -16.896
C: 5.545 -24.004 -15.515
H: 8.419 -19.219 -16.148
H: 3.495 -21.369 -16.935
O: 13.538 -13.193 -18.755
H: 4.983 -26.431 -14.300
H: 13.533 -16.227 -24.331
H: 6.041 -27.235 -15.438
H: 6.937 -19.329 -27.896
C: 7.723 -10.854 -17.205
C: 7.967 -19.248 -27.565
C: 13.293 -13.738 -23.521
O: 4.377 -23.865 -15.794
C: 13.323 -15.439 -25.052
H: 12.701 -20.072 -22.694
O: 13.229 -19.451 -20.803
H: 8.164 -8.311 -16.389
O: 8.023 -19.467 -26.153
H: 8.603 -19.971 -28.072
O: 13.409 -17.441 -20.080
H: 10.791 -16.454 -21.172
C: 5.412 -26.359 -15.305
O: 13.841 -17.888 -22.220
H: 13.576 -10.986 -22.027
O: 7.812 -12.104 -16.719
H: 5.733 -21.142 -15.174
H: 5.680 -17.148 -17.692
O: 8.826 -10.174 -16.900
C: 6.168 -21.820 -15.911
H: 9.131 -17.646 -15.956
O: 6.763 -10.395 -17.772
C: 5.080 -17.096 -18.622
H: 4.626 -26.406 -16.058
H: 13.766 -15.612 -26.023
C: 13.625 -12.068 -22.001
C: 15.211 -11.768 -17.270
H: 5.840 -17.415 -19.344
O: 9.133 -19.496 -24.327
H: 13.593 -15.622 -21.177
H: 12.661 -12.386 -21.587
O: 12.489 -14.267 -22.845
H: 15.732 -12.727 -17.336
C: 8.772 -8.809 -17.140
O: 13.813 -12.594 -23.317
H: 12.240 -15.424 -25.181
H: 8.276 -18.230 -27.817
O: 5.258 -19.690 -18.114
O: 9.063 -18.330 -17.925
O: 12.160 -13.295 -17.029
C: 13.523 -18.221 -21.146
H: 15.754 -11.158 -16.564
C: 10.175 -19.069 -23.470
H: 11.095 -18.992 -24.048
H: 10.314 -19.780 -22.671
O: 6.414 -23.040 -15.245
O: 13.834 -14.227 -24.592
H: 9.788 -8.434 -17.104
O: 8.796 -16.134 -18.168
O: 3.981 -17.961 -18.573
H: 5.468 -21.970 -16.720
H: 15.219 -11.339 -18.270
O: 9.716 -17.453 -19.710
C: 13.241 -12.858 -17.667
H: 7.562 -17.792 -16.671
O: 3.057 -19.802 -18.222
H: 9.926 -18.066 -23.144
C: 9.153 -17.193 -18.562
C: 11.055 -13.679 -17.857
H: 8.359 -8.595 -18.124
C: 3.029 -21.191 -17.910
H: 1.987 -21.458 -17.948
O: 9.900 -18.258 -26.028
H: 14.311 -20.566 -22.168
C: 9.101 -18.999 -25.554
H: 4.850 -16.042 -18.684
C: 4.205 -19.203 -18.293
H: 6.592 -12.990 -18.177
H: 7.178 -14.024 -16.810
H: 9.142 -16.751 -21.524
O: 6.181 -25.172 -15.377
H: 14.819 -15.889 -19.953

These are the Löwdin partial charges, in e, on atoms 1 to 8: number 1, H, carries 0.098; number 2, C, carries -0.030; number 3, C, carries -0.064; number 4, C, carries -0.003; number 5, C, carries -0.031; number 6, H, carries 0.098; number 7, H, carries 0.082; number 8, H, carries 0.085

=====

3.
Entry from the Open Molecules 2025 dataset: a cluster of 5 separate species, C40H59F12N7O11S in total in a non-equilibrium geometry (wB97M-V/def2-TZVPD).

Its total charge is 0. The value obtained for the HOMO-LUMO gap is 0.287 Eh. The value obtained for the strongest force on any atom is 1.395 eV/Å. The multiplicity is 1. The LUMO energy comes out at -0.100 eV. As for the structure (SMILES): [H]/N=C(\N)NCCCCc1c(O)c(S)c(N)c2nc(CCCCOC)c(CCCCNC(C)=O)nc12.CCOC(=O)C(F)(F)F.CCOC(=O)C(F)(F)F.CCOC(=O)C(F)(F)F.CCOC(=O)C(F)(F)F.

Element x y z (Å)
C: -0.926 -1.747 9.536
C: 0.965 1.646 -3.733
H: -0.635 2.187 -1.134
H: -0.618 0.289 -4.197
F: -8.515 -1.529 -7.559
H: 5.684 -4.017 -0.130
H: 7.356 -3.487 -0.350
H: 0.444 0.693 -5.573
H: 4.465 -0.285 2.989
H: -6.815 -2.241 -4.268
H: 1.889 1.765 -4.295
H: 2.668 0.103 9.351
O: -0.005 -1.636 10.477
C: 6.479 -3.408 0.291
F: 9.160 -0.339 2.352
H: 2.025 4.912 2.093
C: -0.090 1.079 -4.715
F: -9.738 -1.502 -5.776
O: 3.308 -4.243 0.686
C: 2.063 3.844 2.264
C: 1.300 0.655 -2.651
C: 1.985 3.090 0.911
F: -1.493 -1.662 -3.047
H: 1.725 4.752 6.270
H: -1.191 3.305 -3.375
F: -3.274 -1.792 9.292
H: -11.299 2.850 -5.796
H: -0.089 3.542 0.689
H: 2.515 -2.495 5.231
H: 0.723 2.624 -3.359
H: 2.910 3.922 5.248
C: -2.102 4.945 -5.048
H: 5.065 -0.352 5.748
H: 0.467 -3.473 4.305
H: 1.152 2.476 3.486
F: -3.017 -2.257 -1.640
H: 6.751 -3.810 1.268
H: -2.867 5.710 -5.094
H: 1.585 3.032 5.993
H: 5.120 -1.927 1.040
F: 10.043 0.434 0.539
C: 8.894 0.212 1.163
S: 3.831 -5.108 -1.910
F: -2.388 -3.236 10.636
H: 1.287 -1.025 1.811
C: 7.978 -0.693 0.319
H: 2.503 -3.476 2.956
C: 1.669 -1.890 4.928
O: -0.744 -1.711 8.356
O: 8.150 -0.901 -0.844
H: -6.074 -0.648 -4.300
H: 1.004 0.288 8.786
H: -2.358 2.017 -3.583
H: 2.636 2.227 0.989
C: 2.271 -2.095 0.255
F: -10.648 -1.227 -7.713
C: -2.305 -1.980 10.180
H: 2.358 3.801 0.183
N: 4.077 0.389 3.635
H: -1.761 1.626 -5.864
C: -10.414 2.596 -6.373
H: 2.794 -3.775 -4.153
C: 0.990 4.284 4.354
C: 1.611 -2.969 2.598
C: 1.622 -0.020 9.628
H: -6.637 -1.454 -6.609
C: 1.054 0.934 -1.266
C: 1.909 -1.121 -0.730
H: 1.764 -0.171 3.755
H: 2.955 -1.331 2.084
C: 3.068 -3.558 -1.580
H: -0.044 -1.988 3.581
N: 2.124 -0.521 4.627
H: 1.986 -1.764 10.834
F: -2.508 -1.150 11.207
O: -3.601 -0.402 -4.194
C: -10.412 3.333 -7.694
C: -5.758 -1.821 -6.091
H: -0.497 2.855 -5.850
C: -9.337 0.569 -6.853
H: -9.519 3.100 -8.273
H: 1.544 -2.134 9.174
F: 8.295 1.393 1.379
H: 3.046 3.621 2.686
O: 6.989 -1.143 1.073
C: 0.419 2.247 -0.876
C: -5.938 -1.687 -4.596
H: 0.203 1.906 1.248
H: 1.025 -1.826 5.803
C: 1.864 3.975 5.532
C: 0.563 2.681 0.584
C: 0.843 -2.561 3.848
C: -9.566 -0.947 -6.985
H: -1.332 5.264 -4.347
C: -1.050 2.153 -5.235
O: -10.479 1.168 -6.570
N: 1.358 0.068 -0.332
N: 1.028 3.442 3.216
C: 2.856 -3.279 -0.198
N: 1.808 -0.473 -3.066
H: -5.597 -2.864 -6.365
O: -8.262 1.076 -6.963
C: -2.685 -2.245 -2.938
H: 0.910 3.023 -1.449
C: 6.010 -1.977 0.414
H: 1.396 0.642 10.465
O: -2.740 3.771 -4.605
N: 2.888 -2.808 -3.892
H: 1.081 -3.718 2.022
C: -1.828 2.807 -4.106
C: 1.350 -1.459 10.006
C: 2.699 -2.611 -2.524
C: 2.047 -1.793 1.715
O: 0.295 5.257 4.359
C: 3.473 -0.274 4.750
H: 2.717 -5.003 0.642
H: -4.893 -1.255 -6.436
C: 2.118 -1.369 -2.098
H: 3.656 -5.392 -3.204
H: 2.268 -2.229 -4.440
H: -9.543 2.848 -5.771
H: -10.443 4.408 -7.524
N: 4.086 -0.601 5.814
F: -2.558 -3.517 -3.331
O: -4.827 -2.264 -3.874
C: -3.753 -1.507 -3.763
H: -11.277 3.046 -8.292
H: 5.753 -1.553 -0.556
H: 4.844 0.964 3.954
H: -1.676 4.828 -6.041

These are the Löwdin partial charges, in e, on atoms 1 to 8: number 1, C, carries -0.407; number 2, C, carries -0.123; number 3, H, carries 0.123; number 4, H, carries 0.086; number 5, F, carries 0.154; number 6, H, carries 0.030; number 7, H, carries 0.085; number 8, H, carries 0.109